No. 1
Molecular formula: C17H8IMoN2O7
Method: DFT, ωB97M-V/def2-TZVPD

CARTESIAN COORDINATES (ANGSTROEM)
Mo -0.40 1.20 0.02
I -0.91 3.74 -0.67
C 0.76 3.67 0.61
C 0.90 4.70 1.56
C 2.07 4.79 2.28
C 3.10 3.86 2.07
C 2.93 2.79 1.19
C 3.97 1.87 0.91
C 3.81 0.83 -0.02
C 2.59 0.61 -0.61
C 1.50 1.49 -0.33
C 1.71 2.66 0.47
H 0.13 5.45 1.69
H 2.21 5.60 2.98
H 4.05 3.98 2.59
H 4.91 1.97 1.43
H 4.64 0.17 -0.23
H 2.43 -0.25 -1.24
O -2.76 -1.02 2.59
C -2.59 -1.48 1.59
O -0.59 1.08 1.66
C -2.41 -2.10 0.36
C -3.08 -3.34 0.28
C -3.00 -4.04 -0.90
C -2.29 -3.56 -1.98
C -1.62 -2.34 -1.89
C -1.67 -1.57 -0.73
O -1.05 -0.38 -0.68
N -0.83 -1.93 -3.10
O -0.05 -1.01 -2.97
O -1.01 -2.59 -4.08
N -3.71 -5.35 -1.00
O -4.29 -5.70 -0.01
O -3.59 -5.92 -2.05
H -3.65 -3.75 1.11
H -2.24 -4.13 -2.90

Calculated values
* net charge: +3
* frontier orbital gap (alpha / beta): 0.2269 / 0.2265 Eh
* HOMO energy (alpha / beta): -0.70773 / -0.70773 Ha

List of natural (NBO) charges in e, atom by atom:
1. Mo 1.521
2. I 0.702
3. C -0.126
4. C -0.146
5. C -0.157
6. C -0.001
7. C -0.047
8. C 0.064
9. C -0.225
10. C -0.038
11. C -0.247
12. C -0.145
13. H 0.276
14. H 0.287
15. H 0.271
16. H 0.270
17. H 0.286
18. H 0.270
19. O -0.191
20. C 0.934
21. O -0.446
22. C -0.383
23. C -0.026
24. C 0.032
25. C -0.039
26. C -0.011
27. C 0.455
28. O -0.639
29. N 0.538
30. O -0.377
31. O -0.252
32. N 0.530
33. O -0.304
34. O -0.279
35. H 0.311
36. H 0.331

***

No. 2
Molecular formula: C18H10Co2F3NO7
Method: DFT, ωB97M-V/def2-TZVPD

CARTESIAN COORDINATES (ANGSTROEM)
C 1.58 -3.11 0.85
N 0.96 -1.78 0.93
C 0.00 -1.71 2.05
C -1.07 -0.66 2.58
F -1.62 0.26 1.74
F -2.12 -1.36 3.08
F -0.56 0.06 3.62
O 0.13 -2.61 2.85
H 1.67 -3.53 1.85
H 0.91 -3.72 0.24
H 2.56 -3.14 0.35
O 2.65 2.82 0.64
C 2.98 1.73 0.39
Co 3.28 -0.01 0.29
C 4.39 -1.35 0.45
O 5.08 -2.23 0.78
C 2.32 -0.44 1.79
O 1.95 -0.13 2.83
C -1.08 0.37 -1.20
C -1.00 1.81 -1.19
C -1.47 2.52 -0.08
C -1.36 3.91 -0.02
C -0.76 4.60 -1.07
C -0.25 3.89 -2.17
C -0.35 2.50 -2.22
C -0.44 -0.66 -0.68
C 0.82 -1.27 -0.36
Co -1.99 -1.17 -1.51
C -2.83 -1.90 -0.13
O -3.34 -2.45 0.74
C -1.44 -2.73 -2.14
O -1.01 -3.75 -2.47
C -3.26 -0.52 -2.53
O -4.09 -0.04 -3.22
H -1.89 1.99 0.77
H -1.75 4.44 0.85
H -0.69 5.69 -1.04
H 0.22 4.42 -2.99
H 0.11 1.92 -3.02
H 0.96 -2.07 -1.15
H 1.79 -0.58 -0.49

Calculated values
* net charge: -2
* frontier orbital gap: 0.1933 Eh
* HOMO energy: -0.00641 Ha

List of natural (NBO) charges in e, atom by atom:
1. C -0.417
2. N -0.439
3. C 0.613
4. C 0.934
5. F -0.315
6. F -0.320
7. F -0.316
8. O -0.577
9. H 0.235
10. H 0.189
11. H 0.230
12. O -0.606
13. C 0.396
14. Co -0.350
15. C 0.352
16. O -0.642
17. C 0.419
18. O -0.624
19. C -0.201
20. C 0.036
21. C -0.234
22. C -0.199
23. C -0.258
24. C -0.212
25. C -0.232
26. C -0.073
27. C -0.275
28. Co -0.124
29. C 0.442
30. O -0.585
31. C 0.456
32. O -0.599
33. C 0.507
34. O -0.609
35. H 0.224
36. H 0.193
37. H 0.189
38. H 0.193
39. H 0.214
40. H 0.212
41. H 0.170

***

The records above yield calculated total energy values of -1653.31535, -4338.34281 Ha, respectively.